C7H8 | the ωB97M-V functional and the def2-TZVPD basis

## Properties
Relative energy (zero: lowest compared OMol25 entry of this formula, charge and spin) in kcal/mol: 135.68
F_max in eV/A: 5.07
Highest occupied orbital energy in eV: -8.502
HOMO-LUMO gap in eV: 7.8
LUMO in Eh: -0.02641

Geometry as XYZ:
```
15
Properties=species:S:1:pos:R:3:forces:R:3:mulliken_charge:R:1
C -1.782 1.087 0.214 1.69 1.17 -2.38 -0.41
C -0.385 1.136 0.370 -2.49 -2.48 -0.08 -0.48
C -1.386 -1.267 -0.068 -0.61 -1.06 -0.11 -0.25
C -2.380 -0.059 -0.481 3.59 -1.14 2.03 -0.52
C -0.033 -1.378 0.311 -4.66 1.55 -1.26 -0.54
C 0.582 -0.056 0.431 0.84 1.65 -0.36 0.77
C 1.801 0.186 -0.502 1.62 -1.39 -2.38 -1.21
H -2.208 2.112 -0.049 0.11 -1.26 1.20 0.29
H 0.014 2.083 0.581 0.92 1.25 -0.07 0.39
H -2.005 -2.187 -0.138 0.82 0.29 0.01 0.35
H 0.442 -2.324 0.524 0.12 0.10 -0.04 0.41
H 0.890 0.085 1.462 0.59 -0.18 0.64 0.23
H 2.186 1.229 -0.542 -0.20 -0.73 0.43 0.32
H 1.554 -0.069 -1.576 -0.66 0.72 0.97 0.34
H 2.709 -0.577 -0.536 -1.69 1.51 1.40 0.31
```
Forces are in eV/Å.

=====

C3H13NO3 | the ωB97M-V functional and the def2-TZVPD basis

## Properties
Relative energy (zero: lowest compared OMol25 entry of this formula, charge and spin) in kcal/mol: 17.28
F_max in eV/A: 2.77
Multiplicity: 2
Highest occupied orbital energy (alpha / beta) in eV: 1.006 / -5.533
Total charge: -1
HOMO-LUMO gap (alpha / beta) in eV: 2.8 / 9.1
<S²>: 0.75
LUMO (alpha / beta) in Eh: 0.14051 / 0.13255

Geometry as XYZ:
```
20
Properties=species:S:1:pos:R:3:forces:R:3:lowdin_spin:R:1
C -1.245 -0.168 -2.454 0.05 -0.20 0.96 0.06
C -1.147 -1.108 -1.491 -0.80 2.44 1.04 0.07
N -0.294 -0.954 -0.374 1.58 -1.72 -0.33 0.02
C 0.354 -2.224 0.080 -1.62 0.00 0.04 0.11
H -0.506 0.626 -2.487 0.10 -0.15 -0.32 0.01
H -2.215 0.020 -2.891 0.11 -0.29 -0.51 0.01
H -2.065 -1.592 -1.171 0.21 -0.83 -0.55 0.02
H 0.441 -0.265 -0.450 -0.11 0.42 -0.61 0.01
H 0.753 -2.809 -0.752 0.32 0.15 0.03 0.01
H -0.475 -2.800 0.504 0.22 -0.29 0.06 0.03
H 1.072 -2.087 0.885 0.09 0.36 -0.15 0.03
H -1.766 0.514 2.286 0.08 0.09 0.07 0.11
H -1.035 -0.087 1.025 0.21 0.67 0.75 0.03
O -0.929 0.565 1.785 -0.35 -0.66 -0.42 0.28
H 3.214 1.440 -0.169 0.01 -0.06 -0.28 0.01
H 1.851 1.789 0.334 -0.10 0.41 -0.44 0.01
O 2.328 1.618 -0.508 0.12 -0.27 0.62 0.04
H 0.254 1.778 1.832 0.48 0.65 -0.37 0.02
H 0.513 3.195 2.325 0.50 -0.29 -0.58 0.03
O 0.896 2.551 1.693 -1.08 -0.42 1.00 0.10
```
Forces are in eV/Å.

=====

C5H15N2O | the ωB97M-V functional and the def2-TZVPD basis

## Properties
Relative energy (zero: lowest compared OMol25 entry of this formula, charge and spin) in kcal/mol: 42.56
F_max in eV/A: 2.80
Multiplicity: 2
Highest occupied orbital energy (alpha / beta) in eV: -18.978 / -18.948
Total charge: +2
HOMO-LUMO gap (alpha / beta) in eV: 12.1 / 7.0
<S²>: 0.75
LUMO (alpha / beta) in Eh: -0.25390 / -0.44074

Geometry as XYZ:
```
23
Properties=species:S:1:pos:R:3:forces:R:3:lowdin_spin:R:1
N 1.289 -1.970 -0.921 -0.06 2.31 -0.54 0.01
C 0.530 -1.986 0.409 0.66 0.38 -0.88 0.02
C 0.984 -0.764 1.216 1.26 -0.22 -0.64 0.06
N 0.609 0.493 0.540 -1.85 0.95 1.88 0.64
C -0.969 2.284 1.192 0.85 1.66 0.20 0.05
C -0.781 0.947 0.511 0.05 -0.27 -1.04 0.08
C -1.227 1.207 -0.970 2.04 -1.43 -1.08 0.07
O -0.634 0.131 -1.780 -1.42 -0.14 0.60 0.02
H 2.179 -2.449 -0.858 0.15 -0.59 -0.11 0.00
H 1.536 -1.000 -1.233 -0.35 -0.64 0.41 0.00
H 0.741 -2.268 -1.721 -0.22 -0.78 -0.10 0.00
H 0.900 -2.933 0.786 -0.64 0.07 0.97 0.00
H -0.545 -1.955 0.225 0.24 -0.34 -0.15 0.00
H 0.630 -0.823 2.251 -0.49 0.34 -0.12 0.03
H 2.077 -0.776 1.308 -0.12 0.09 -0.05 0.00
H 1.198 1.334 0.602 0.67 -0.59 -0.24 0.01
H -0.480 3.087 0.581 -0.53 -0.54 0.49 0.00
H -0.556 2.376 2.192 0.11 -0.39 0.15 0.00
H -2.030 2.519 1.298 -0.02 -0.15 -0.30 0.01
H -1.435 0.180 0.907 0.10 -0.37 0.13 0.00
H -2.304 1.177 -0.974 -0.32 0.28 -0.18 0.00
H -0.758 2.066 -1.452 -0.54 0.61 0.84 0.00
H -1.338 -0.095 -2.408 0.42 -0.20 -0.22 0.00
```
Forces are in eV/Å.

=====

C6H12O | the ωB97M-V functional and the def2-TZVPD basis

## Properties
Relative energy (zero: lowest compared OMol25 entry of this formula, charge and spin) in kcal/mol: 11.68
F_max in eV/A: 0.50
Structure (SMILES): CCC[C@@H](C)C=O
Highest occupied orbital energy in eV: -9.717
HOMO-LUMO gap in eV: 10.7
LUMO in Eh: 0.03522

Geometry as XYZ:
```
19
Properties=species:S:1:pos:R:3:forces:R:3:mulliken_charge:R:1
C -1.953 0.398 0.079 0.01 0.01 -0.03 -1.19
C -0.929 0.134 1.193 -0.02 -0.08 0.10 -0.36
C 0.554 0.506 0.976 -0.02 0.06 0.06 -0.95
C 1.219 0.009 -0.324 -0.07 -0.05 -0.02 0.69
C 1.166 -1.503 -0.507 -0.05 -0.07 0.01 -1.41
C 0.614 0.781 -1.473 -0.15 -0.14 -0.30 -0.34
O 0.035 0.305 -2.419 0.37 0.19 0.27 -0.48
H -2.956 0.184 0.465 0.16 0.05 -0.05 0.38
H -1.957 1.439 -0.268 0.09 -0.13 0.09 0.30
H -1.802 -0.239 -0.798 0.03 0.10 0.17 0.27
H -1.260 0.675 2.088 0.08 -0.11 -0.06 0.35
H -0.990 -0.930 1.451 0.04 0.12 0.00 0.30
H 1.121 0.097 1.822 -0.07 0.09 -0.12 0.32
H 0.687 1.597 1.031 -0.13 -0.13 -0.03 0.43
H 2.273 0.335 -0.294 -0.19 0.00 0.03 0.31
H 1.420 -1.791 -1.531 -0.02 0.07 0.13 0.35
H 1.867 -1.996 0.177 -0.14 0.10 -0.08 0.38
H 0.164 -1.889 -0.296 0.10 0.03 -0.09 0.29
H 0.726 1.886 -1.371 -0.04 -0.12 -0.08 0.38
```
Forces are in eV/Å.

=====

C21H33N6OS6Sr | the ωB97M-V functional and the def2-TZVPD basis

## Properties
Relative energy (zero: lowest compared OMol25 entry of this formula, charge and spin) in kcal/mol: 0.00
F_max in eV/A: 0.12
Highest occupied orbital energy in eV: -3.484
Total charge: -1
HOMO-LUMO gap in eV: 5.7
LUMO in Eh: 0.08272

Geometry as XYZ:
```
68
Properties=species:S:1:pos:R:3:forces:R:3:mulliken_charge:R:1
Sr -0.204 -0.631 0.054 0.05 -0.10 0.02 1.17
N 1.259 -1.603 -2.030 0.01 0.00 0.00 -0.14
C 2.347 -0.779 -2.552 -0.02 -0.01 0.01 -0.83
C 3.129 -0.151 -1.408 0.01 0.00 -0.01 -0.93
N 2.331 0.757 -0.581 0.02 0.01 -0.01 0.88
C 3.000 1.006 0.699 0.00 0.00 0.01 -0.78
C 2.073 1.559 1.774 -0.01 -0.01 -0.01 -0.87
N 1.052 0.581 2.145 -0.01 0.00 0.02 -0.27
C 2.032 2.013 -1.290 -0.01 0.00 0.00 -1.25
C 0.594 2.137 -1.772 0.00 0.00 0.00 -0.48
N -0.326 2.040 -0.646 0.01 0.01 0.01 -0.20
H 1.615 -2.416 -1.535 -0.01 0.00 0.00 -0.07
H 0.629 -1.915 -2.759 0.00 0.01 0.00 0.21
H 1.915 -0.008 -3.193 0.00 0.00 0.00 0.39
H 3.056 -1.343 -3.171 0.00 0.00 0.00 0.47
H 4.012 0.367 -1.820 0.00 0.00 0.00 0.22
H 3.487 -0.957 -0.765 0.00 0.01 0.01 0.42
H 3.850 1.698 0.573 0.00 0.00 0.00 0.20
H 3.411 0.059 1.055 0.00 0.00 -0.01 0.58
H 1.563 2.451 1.407 0.01 0.01 0.00 0.33
H 2.694 1.874 2.622 0.00 0.00 0.00 0.46
H 0.315 0.996 2.704 0.00 0.00 -0.01 0.20
H 1.454 -0.197 2.659 0.00 0.00 0.00 0.15
H 2.711 2.130 -2.146 0.00 0.00 0.00 0.32
H 2.243 2.853 -0.621 0.00 0.00 0.00 0.52
H 0.338 1.325 -2.455 0.00 0.01 0.00 0.20
H 0.501 3.073 -2.340 0.00 0.00 0.00 0.48
H -1.289 1.949 -0.965 0.00 0.00 0.00 0.00
H -0.282 2.852 -0.042 0.00 0.01 -0.01 0.14
C 4.524 -4.265 -1.024 0.00 0.00 0.00 -0.75
C 4.276 -4.664 0.426 0.00 0.00 0.01 -0.94
N 2.891 -5.005 0.702 -0.02 -0.01 -0.01 0.23
C 2.455 -6.376 0.450 0.01 -0.01 0.00 -0.66
C 1.639 -6.528 -0.828 -0.01 0.00 0.00 -0.92
C 1.984 -4.094 1.138 0.03 0.03 -0.01 0.34
S 2.436 -2.437 1.295 0.01 0.01 0.01 -0.34
N 0.805 -4.590 1.492 -0.05 -0.02 0.02 -0.37
C -0.338 -3.917 1.350 0.05 0.03 -0.05 -0.19
O -0.546 -3.029 0.502 -0.03 0.00 0.02 -0.86
C -1.467 -4.329 2.246 -0.02 0.00 0.00 0.51
C -2.658 -3.611 2.194 0.00 0.00 0.00 -0.49
C -3.706 -3.947 3.039 -0.01 0.01 0.00 -0.74
C -3.574 -5.005 3.928 0.01 -0.01 0.00 -0.33
C -2.386 -5.725 3.979 -0.01 0.00 0.00 -0.60
C -1.334 -5.385 3.143 0.01 0.00 -0.01 -0.22
H 5.573 -4.001 -1.173 0.00 0.00 0.00 0.39
H 3.914 -3.396 -1.274 0.00 0.00 0.00 0.02
H 4.277 -5.075 -1.711 0.00 0.00 0.00 0.33
H 4.557 -3.844 1.084 0.00 0.00 0.00 0.40
H 4.886 -5.533 0.686 0.00 0.00 0.00 0.43
H 1.862 -6.709 1.301 0.00 0.00 0.00 0.36
H 3.354 -6.993 0.399 0.00 0.00 0.00 0.40
H 0.749 -5.901 -0.782 0.00 0.00 0.00 0.20
H 1.319 -7.565 -0.951 0.00 0.00 0.00 0.38
H 2.220 -6.244 -1.707 0.00 0.00 0.00 0.23
H -2.752 -2.781 1.505 0.00 0.00 0.00 0.58
H -4.623 -3.374 3.003 0.00 0.00 0.00 0.43
H -4.394 -5.266 4.585 0.00 0.00 0.00 0.37
H -2.280 -6.549 4.674 0.00 0.00 0.00 0.38
H -0.399 -5.927 3.174 0.00 0.00 0.00 0.43
S -6.078 3.935 -1.703 0.01 -0.01 0.00 -0.35
C -4.997 2.730 -1.321 -0.01 0.01 0.00 0.08
S -4.584 2.275 0.280 0.00 0.00 0.01 -0.15
C -3.424 0.998 -0.067 0.00 0.00 0.00 0.14
C -3.215 0.767 -1.391 0.00 -0.01 0.01 -0.29
S -2.146 -0.373 -2.179 -0.01 0.00 -0.01 -0.37
S -4.147 1.790 -2.477 0.00 0.00 -0.01 -0.13
S -2.737 0.227 1.345 -0.01 0.01 0.00 -0.42
```
Forces are in eV/Å.

=====

C5H9NO2 | the ωB97M-V functional and the def2-TZVPD basis

## Properties
Relative energy (zero: lowest compared OMol25 entry of this formula, charge and spin) in kcal/mol: 11.73
F_max in eV/A: 2.74
Structure (SMILES): O=C(O)[C@@H]1CCCN1
Highest occupied orbital energy in eV: -9.431
HOMO-LUMO gap in eV: 10.1
LUMO in Eh: 0.02468

Geometry as XYZ:
```
17
Properties=species:S:1:pos:R:3:forces:R:3:mulliken_charge:R:1
O -2.297 0.804 -0.099 -0.68 0.10 -0.37 -0.58
C -1.440 -0.030 -0.029 0.74 0.72 1.05 0.28
O -1.440 -1.210 -0.590 -0.74 -0.66 -0.99 -0.54
C -0.176 0.243 0.810 1.49 -2.29 0.23 0.37
C 0.700 1.363 0.258 -1.00 0.90 -1.43 -0.79
C 1.604 0.705 -0.828 -0.92 -1.58 0.42 -0.54
C 1.934 -0.654 -0.104 -0.96 0.21 0.43 -0.58
N 0.648 -1.033 0.589 1.01 0.61 0.10 -0.58
H -0.531 -1.625 -0.409 -0.47 0.73 0.43 0.47
H -0.387 0.355 1.894 -0.26 0.08 -0.80 0.32
H -0.039 2.101 -0.186 1.20 -0.40 0.59 0.34
H 1.321 1.821 1.028 -0.20 0.04 0.00 0.34
H 2.529 1.211 -1.084 -0.08 0.36 0.14 0.36
H 1.027 0.528 -1.789 0.61 0.08 1.15 0.25
H 2.229 -1.464 -0.753 0.03 -0.12 -0.42 0.33
H 2.724 -0.557 0.644 0.13 0.40 -0.10 0.32
H 0.759 -1.659 1.397 0.09 0.80 -0.42 0.21
```
Forces are in eV/Å.

=====

C3H10N4O2 | the ωB97M-V functional and the def2-TZVPD basis

## Properties
Relative energy (zero: lowest compared OMol25 entry of this formula, charge and spin) in kcal/mol: 44.57
F_max in eV/A: 3.91
Structure (SMILES): CNC(=O)O.N/C=N/N
Highest occupied orbital energy in eV: -8.113
HOMO-LUMO gap in eV: 8.9
LUMO in Eh: 0.02866

Geometry as XYZ:
```
19
Properties=species:S:1:pos:R:3:forces:R:3:mulliken_charge:R:1
C -1.654 0.193 1.627 -0.42 -0.37 -0.54 -0.82
N -0.807 1.190 1.018 1.82 0.18 -0.26 -0.14
C 0.582 1.091 0.860 -0.86 1.74 2.18 0.64
O 1.284 2.043 0.560 -0.67 -1.00 -0.68 -0.64
O 1.089 -0.043 1.402 0.36 0.09 -0.66 -0.54
H -2.416 0.668 2.250 0.20 -0.02 0.03 0.35
H -2.172 -0.330 0.818 -0.19 -0.27 0.24 0.24
H -1.106 -0.549 2.213 0.05 0.34 -0.06 0.28
H -1.142 2.143 0.963 0.19 -0.32 -0.08 0.26
H 1.993 -0.078 1.019 -0.50 -0.04 0.39 0.37
N -0.120 0.504 -2.524 -0.07 1.15 0.27 -0.43
C 0.040 -0.488 -1.611 2.20 -1.69 0.15 -0.12
N 1.225 -0.785 -1.125 -2.40 1.94 -2.39 -0.39
N 1.275 -2.067 -0.635 0.11 -1.94 1.57 -0.62
H -1.035 0.933 -2.568 0.17 -0.04 0.04 0.23
H 0.643 1.174 -2.522 -0.15 -0.06 -0.10 0.30
H -0.825 -1.166 -1.523 0.36 0.16 0.21 0.52
H 0.894 -2.080 0.316 0.10 -0.13 -0.22 0.24
H 2.250 -2.353 -0.538 -0.28 0.28 -0.11 0.27
```
Forces are in eV/Å.

=====

C2H4N4 | the ωB97M-V functional and the def2-TZVPD basis

## Properties
Relative energy (zero: lowest compared OMol25 entry of this formula, charge and spin) in kcal/mol: 7.41
F_max in eV/A: 0.81
Structure (SMILES): Nc1ncn[nH]1
Highest occupied orbital energy in eV: -9.071
HOMO-LUMO gap in eV: 9.9
LUMO in Eh: 0.02882

Geometry as XYZ:
```
10
Properties=species:S:1:pos:R:3:forces:R:3:mulliken_charge:R:1
N -1.739 -0.150 -0.308 -0.07 -0.10 -0.16 -0.48
C -0.350 -0.208 -0.235 0.35 0.24 0.30 0.50
N 0.575 -1.159 -0.315 -0.69 0.19 0.37 -0.59
C 1.708 -0.495 0.084 0.07 0.13 0.16 -0.03
N 1.555 0.779 0.356 0.10 -0.15 -0.12 -0.71
N 0.241 0.951 0.111 -0.29 0.23 0.04 0.21
H -2.150 0.297 0.501 0.09 -0.12 -0.18 0.22
H -2.308 -0.917 -0.629 0.54 -0.27 -0.05 0.24
H 2.670 -0.951 0.289 -0.28 -0.18 -0.44 0.39
H -0.201 1.854 0.147 0.18 0.02 0.08 0.25
```
Forces are in eV/Å.

=====

Values for E, hartree, ordered as above
-271.31522; -402.49488; -383.54252; -311.04066; -3643.90802; -401.15807; -489.78595; -297.63249